A molecular structure, C31H37AsN4O5S3Zr, computed with ωB97M-V with the def2-TZVPD basis set.

Charge: +2
Spin multiplicity: 1
Gap between HOMO and LUMO, eV: 7.496
Energy relative to the best compared isomer or geometry (same formula, charge and spin), kcal per mole: 0.0
Highest occupied orbital energy, eV: -13.5

XYZ file:
```
82
Properties=species:S:1:pos:R:3:forces:R:3
Zr 0.392685 0.116407 0.151043 0.1 -0.1 0.0
N 1.662462 0.877933 4.561373 0.0 0.0 0.0
C 1.372205 0.395837 3.344015 0.0 0.0 0.0
S 0.197593 1.292346 2.408256 0.0 0.0 0.0
N 2.015409 -0.673477 2.954011 0.0 0.0 0.0
N 1.727071 -1.046070 1.676034 0.0 0.0 0.0
C 2.273500 -2.138151 1.284537 0.0 0.0 0.0
C 2.095730 -2.570451 -0.096660 0.0 0.0 0.0
C 2.661336 -3.741650 -0.566371 0.0 0.0 0.0
C 2.501202 -4.072288 -1.904624 0.0 0.0 0.0
C 1.783893 -3.219627 -2.725222 0.0 0.0 0.0
C 1.237916 -2.068707 -2.180740 0.0 0.0 0.0
N 1.384152 -1.744537 -0.893069 0.0 0.0 0.0
H 1.077559 1.585519 4.970253 0.0 0.0 0.0
H 2.255619 0.331143 5.165508 0.0 0.0 0.0
H 2.889437 -2.711209 1.970131 0.0 0.0 0.0
H 3.222398 -4.375839 0.105940 0.0 0.0 0.0
H 2.937434 -4.980417 -2.298709 0.0 0.0 0.0
H 1.642591 -3.431956 -3.775260 0.0 0.0 0.0
H 0.664821 -1.381397 -2.787038 0.0 0.0 0.0
C 0.670862 6.274514 -4.634649 0.0 0.0 0.0
C 0.187284 5.076546 -3.871606 0.0 0.0 0.0
C 0.883304 3.869217 -3.914387 0.0 0.0 0.0
C 0.421207 2.749559 -3.239160 0.0 0.0 0.0
C -0.761640 2.845500 -2.519786 0.0 0.0 0.0
C -1.485156 4.032784 -2.465663 0.0 0.0 0.0
C -0.997894 5.140115 -3.133922 0.0 0.0 0.0
S -1.359884 1.480553 -1.616462 0.0 0.0 0.0
O -2.740323 1.256328 -1.873915 0.0 0.0 0.0
O -0.451937 0.317523 -1.905462 0.0 0.0 0.0
O -1.050898 1.734328 -0.159255 0.0 0.0 0.0
H 1.723545 6.185477 -4.896726 0.0 0.0 0.0
H 0.527997 7.190722 -4.063049 0.0 0.0 0.0
H 0.104969 6.378823 -5.562299 0.0 0.0 0.0
H 1.788306 3.800864 -4.506407 0.0 0.0 0.0
H 0.957504 1.811150 -3.282679 0.0 0.0 0.0
H -2.415592 4.085019 -1.914927 0.0 0.0 0.0
H -1.553679 6.068561 -3.098939 0.0 0.0 0.0
O -1.243629 -1.152247 0.527873 0.0 0.1 -0.1
S -2.763771 -0.972392 0.799735 0.0 0.0 0.1
C -3.569727 -1.782354 -0.608679 0.0 0.0 0.0
C -3.147742 -3.198249 -0.839431 0.0 0.0 0.0
C -1.976936 -3.463342 -1.543096 0.0 0.0 0.0
C -1.562146 -4.770083 -1.743777 0.0 0.0 0.0
C -2.317244 -5.823492 -1.245368 0.0 0.0 0.0
C -3.492916 -5.566376 -0.554831 0.0 0.0 0.0
C -3.906934 -4.257939 -0.352397 0.0 0.0 0.0
C -3.060418 -2.159365 2.117350 0.0 0.0 0.0
C -2.355879 -1.722334 3.369264 0.0 0.0 0.0
C -1.154039 -2.320967 3.728670 0.0 0.0 0.0
C -0.512924 -1.945592 4.900023 0.0 0.0 0.0
C -1.067141 -0.963887 5.708933 0.0 0.0 0.0
C -2.258383 -0.350428 5.343663 0.0 0.0 0.0
C -2.901875 -0.729749 4.176649 0.0 0.0 0.0
H -3.339127 -1.119919 -1.444279 0.0 0.0 0.0
H -4.635835 -1.677905 -0.390918 0.0 0.0 0.0
H -1.410221 -2.636447 -1.952907 0.0 0.0 0.0
H -0.659503 -4.971164 -2.306627 0.0 0.0 0.0
H -2.001008 -6.844592 -1.410763 0.0 0.0 0.0
H -4.094374 -6.384956 -0.183555 0.0 0.0 0.0
H -4.834953 -4.063137 0.173127 0.0 0.0 0.0
H -2.717121 -3.128879 1.756675 0.0 0.0 0.0
H -4.146459 -2.182183 2.238802 0.0 0.0 0.0
H -0.735460 -3.102099 3.103962 0.0 0.0 0.0
H 0.410608 -2.431475 5.186828 0.0 0.0 0.0
H -0.582186 -0.689941 6.637187 0.0 0.0 0.0
H -2.697901 0.406840 5.978956 0.0 0.0 0.0
H -3.842436 -0.264404 3.904405 0.0 0.0 0.0
C 3.984307 3.052506 -1.503681 0.0 0.0 0.0
As 2.776529 2.728327 -0.066773 0.0 0.0 0.0
C 1.501716 4.137656 0.074019 0.0 0.0 0.0
C 3.736213 2.487641 1.562973 0.0 0.0 0.0
O 1.963525 1.272308 -0.425151 0.0 0.0 0.0
H 4.542855 3.966575 -1.305258 0.0 0.0 0.0
H 3.410686 3.162676 -2.421630 0.0 0.0 0.0
H 4.670442 2.211995 -1.587241 0.0 0.0 0.0
H 2.012838 5.044731 0.395789 0.0 0.0 0.0
H 0.750329 3.848721 0.807120 0.0 0.0 0.0
H 1.040807 4.292482 -0.900880 0.0 0.0 0.0
H 4.413709 3.328231 1.708874 0.0 0.0 0.0
H 4.304628 1.561447 1.496482 0.0 0.0 0.0
H 3.026107 2.432766 2.385768 0.0 0.0 0.0
```
Positions in Å, forces in eV/Å.